Formula: C4H7NS
Source: OMol25
Level of theory: ωB97M-V/def2-TZVPD

Atoms and positions in Å:
C  0.20182  0.31586  -2.55907
N  -0.42916  0.12681  -1.25590
C  0.14064  0.56048  -0.19553
S  1.46044  0.81026  0.78947
C  -0.21903  0.40481  1.52399
C  -0.33797  -0.91408  2.12662
H  1.27279  0.76296  -2.64463
H  -0.33905  0.91999  -3.26224
H  0.41656  -0.60189  -3.16637
H  -0.79113  1.28736  1.88698
H  -1.26410  -1.31579  1.83667
H  -0.52741  -0.79000  3.10548
H  0.41561  -1.56677  1.81452

## Properties
energy above the lowest of the compared OMol25 structures with the same formula, charge and spin = 313.1 kJ/mol
DFT total energy = -609.43922 hartree
gap between HOMO and LUMO = 9.39 eV
2S+1 = 1
E_LUMO = 0.80 eV
SMILES = C/N=C1\S[C@@H]1C